[1]
# C2H15N2O3

4 unconnected molecules or ions with the total composition C2H15N2O3 in a non-equilibrium geometry (ωB97M-V with the def2-TZVPD basis set, the Open Molecules 2025 dataset).

Geometry as XYZ:
```
22
Properties=species:S:1:pos:R:3:forces:R:3
C 1.140 1.576 -1.507 -0.2 0.6 -1.3
N 1.436 0.630 -2.565 -0.2 -0.9 0.8
C -0.330 1.442 -1.112 0.4 -1.2 0.4
N -0.387 0.476 0.068 -1.8 1.2 -0.6
H 1.334 2.605 -1.832 0.0 0.1 0.3
H 1.793 1.361 -0.663 0.0 0.1 0.1
H 0.888 0.719 -3.403 0.1 0.3 -0.1
H 2.415 0.497 -2.742 0.1 0.1 -0.2
H -0.940 0.964 -1.872 0.2 0.2 -0.4
H -0.807 2.370 -0.820 0.1 0.1 0.2
H -1.293 -0.061 0.107 0.4 0.3 0.0
H 0.384 -0.168 0.100 0.6 -0.1 0.2
H -0.413 1.075 0.888 0.6 -0.6 0.5
H 0.019 -3.350 2.680 0.2 -0.3 -0.1
H 0.997 -3.230 1.443 0.0 -0.4 0.3
O 0.208 -2.875 1.865 -0.2 0.4 -0.2
H -3.083 -1.460 0.224 -0.1 0.1 0.1
H -3.356 -0.289 1.200 -0.1 -0.1 0.0
O -2.866 -0.538 0.409 -0.1 -0.2 -0.1
H 0.608 -1.253 2.247 -0.1 0.5 0.1
H 1.492 -0.213 2.954 -0.1 0.2 0.0
O 0.761 -0.279 2.330 0.2 -0.5 0.1
```
Positions in Å, forces in eV/Å.

## Properties
- Multiplicity: 1
- HOMO energy: -12.69 eV
- E_LUMO: -2.79 eV
- Charge: +1
- ΔE to the lowest compared entry with this formula, charge and spin: 4.4 kcal/mol

=====

[2]
# C2H15NO4

5 unconnected molecules or ions with the total composition C2H15NO4 in a non-equilibrium geometry (ωB97M-V with the def2-TZVPD basis set, the Open Molecules 2025 dataset).

Geometry as XYZ:
```
22
Properties=species:S:1:pos:R:3:forces:R:3
C -0.803 2.376 -0.375 0.1 0.7 0.9
C -1.686 1.242 0.123 0.9 -1.3 -0.2
N -0.866 0.074 0.557 -0.7 0.3 -0.9
H -1.151 3.304 0.072 -0.1 0.3 -0.2
H -0.793 2.500 -1.448 -0.1 -0.1 -0.3
H 0.233 2.295 -0.035 0.0 -0.2 0.0
H -2.260 0.913 -0.747 -0.5 0.1 0.3
H -2.347 1.497 0.946 -0.1 0.4 -0.1
H -1.240 -0.438 1.343 0.4 0.1 0.1
H 0.113 0.301 0.617 0.0 -0.1 0.5
O -1.210 -2.132 3.031 -0.1 0.1 0.0
H -1.279 -3.090 3.089 0.0 0.1 0.0
H -1.457 -1.803 3.901 0.0 -0.1 0.0
O 2.273 -0.876 -1.825 -0.2 0.3 -0.2
H 1.327 -0.672 -1.852 -0.1 -0.3 0.2
H 2.418 -1.326 -2.663 0.2 0.0 0.1
O 3.889 0.157 0.375 -0.1 0.3 -0.5
H 3.283 -0.129 -0.329 0.0 -0.3 0.1
H 4.439 0.786 -0.107 0.1 0.0 0.3
O -0.644 -1.573 -1.779 -0.5 0.2 0.0
H -1.177 -2.374 -1.826 0.2 0.1 -0.1
H -1.064 -1.033 -1.070 0.6 -0.2 0.1
```
Positions in Å, forces in eV/Å.

## Properties
- Multiplicity: 1
- HOMO energy: -9.15 eV
- SMILES string: CCN.O.O.O.O
- E_LUMO: 0.62 eV
- ΔE to the lowest compared entry with this formula, charge and spin: 16.8 kcal/mol

=====

[3]
# C2H15NO4

5 unconnected molecules or ions with the total composition C2H15NO4 in a non-equilibrium geometry (ωB97M-V with the def2-TZVPD basis set, the Open Molecules 2025 dataset).

Geometry as XYZ:
```
22
Properties=species:S:1:pos:R:3:forces:R:3
C 1.240 1.812 -0.414 2.4 2.3 -0.7
C 0.041 1.443 0.368 -0.5 -1.1 -1.8
N -0.054 -0.037 0.522 0.1 3.0 2.9
H 1.458 2.912 -0.389 -0.5 -0.7 0.5
H 2.185 1.389 -0.065 -0.2 -0.3 0.4
H 1.293 1.688 -1.509 -1.0 -0.6 0.4
H -0.004 1.794 1.444 0.2 -0.3 -0.5
H -0.876 1.840 -0.100 0.1 -0.3 0.3
H -0.858 -0.180 1.127 -0.9 -1.2 -0.5
H 0.769 -0.389 1.029 0.2 -0.8 -1.1
H 1.750 -6.808 -1.237 -0.2 -0.1 0.3
H 0.426 -7.146 -1.854 -0.2 -0.1 0.2
O 0.827 -6.973 -0.993 0.4 0.2 -0.4
H -3.691 -2.232 2.571 -0.3 0.1 0.0
H -4.668 -1.486 1.651 0.0 -0.1 0.2
O -4.133 -1.382 2.449 0.3 0.0 -0.3
H -2.153 4.390 2.802 -0.9 0.1 0.3
H -1.087 5.060 2.119 -0.1 0.8 -0.3
O -2.039 5.180 2.260 1.0 -0.9 0.1
H 2.875 -0.637 -3.331 -0.4 -0.4 0.3
H 3.770 0.119 -4.206 -0.1 0.0 -0.6
O 2.929 -0.357 -4.245 0.4 0.4 0.3
```
Positions in Å, forces in eV/Å.

## Properties
- Multiplicity: 2
- HOMO energy (spin up / spin down): -13.54 / -13.54 eV
- E_LUMO (spin up / spin down): -3.92 / -9.53 eV
- Charge: +1
- ΔE to the lowest compared entry with this formula, charge and spin: 47.7 kcal/mol

=====

[4]
# C2H15NO5

6 unconnected molecules or ions with the total composition C2H15NO5 in a non-equilibrium geometry (ωB97M-V with the def2-TZVPD basis set, the Open Molecules 2025 dataset).

Geometry as XYZ:
```
23
Properties=species:S:1:pos:R:3:forces:R:3
C -1.387 2.950 1.619 -3.1 -0.5 1.1
C -1.376 1.622 1.759 0.5 -0.8 -1.8
N -2.530 0.819 1.377 5.4 -2.7 1.5
H -2.305 3.594 1.728 0.6 -1.1 -0.6
H -0.577 3.517 1.395 2.8 1.3 0.2
H -0.389 1.064 1.859 -1.5 0.6 -0.4
H -3.282 1.352 1.532 -4.0 2.0 0.7
H -2.500 -0.084 1.903 -0.6 1.2 -0.6
O 3.020 0.394 -2.148 0.7 0.8 0.8
H 2.875 1.009 -1.380 -0.5 -1.2 -1.3
H 2.220 0.015 -2.524 -0.2 0.4 0.7
O 2.379 1.710 1.458 -6.3 -3.0 -2.2
H 3.188 1.694 1.811 5.0 -0.2 2.2
H 2.016 0.727 1.510 1.1 3.1 -0.2
O 0.924 -2.150 -1.872 -1.9 2.3 0.4
H 0.265 -1.409 -2.109 1.4 -1.8 0.5
H 1.195 -2.493 -2.710 0.2 -0.5 -0.8
O -2.132 -2.796 -2.900 1.0 0.8 -3.5
H -2.826 -3.363 -3.184 -0.9 -0.7 -0.1
H -2.106 -2.771 -1.998 -0.1 -0.1 3.6
O 0.874 -1.589 1.230 -2.8 -1.0 -4.2
H 1.763 -1.786 1.410 2.0 -0.7 0.2
H 0.693 -2.025 0.231 1.1 1.8 3.9
```
Positions in Å, forces in eV/Å.

## Properties
- Multiplicity: 1
- HOMO energy: -8.23 eV
- SMILES string: C=CN.O.O.O.O.O
- E_LUMO: 0.24 eV
- ΔE to the lowest compared entry with this formula, charge and spin: 68.2 kcal/mol

=====

[5]
# C2H15NO5

5 unconnected molecules or ions with the total composition C2H15NO5 in a non-equilibrium geometry (ωB97M-V with the def2-TZVPD basis set, the Open Molecules 2025 dataset).

Geometry as XYZ:
```
23
Properties=species:S:1:pos:R:3:forces:R:3
N -0.178 0.342 -1.873 0.3 -0.5 0.0
C -0.265 -0.921 -1.150 1.0 -0.8 -1.5
C -0.723 -0.942 0.285 -0.6 -0.7 -0.4
O -2.145 -0.742 0.334 0.2 0.2 0.6
H -0.874 0.994 -1.575 -0.3 0.5 0.0
H 0.731 0.776 -1.807 -0.2 0.2 0.3
H 0.673 -1.464 -1.275 0.7 0.5 0.5
H -0.793 -1.613 -1.821 -1.1 0.1 0.7
H -0.142 -0.292 0.941 -0.2 0.4 -0.2
H -0.584 -1.945 0.699 0.0 0.0 -0.1
H -2.360 0.141 0.024 0.0 0.0 -0.2
O 2.978 -2.598 -0.487 0.0 -0.3 -0.3
H 3.875 -2.611 -0.840 0.0 0.2 0.1
H 2.569 -3.372 -0.893 -0.1 0.1 0.1
O 0.336 2.922 -0.300 -0.1 0.2 0.2
H -0.025 2.460 0.466 0.2 -0.1 0.0
H 0.545 3.800 0.043 0.0 -0.1 -0.1
O 2.309 0.035 0.485 -0.1 0.0 -0.3
H 2.088 -0.808 0.059 0.3 0.0 0.3
H 2.653 0.557 -0.247 0.0 0.2 0.1
O -2.957 1.630 2.452 -0.1 0.5 0.3
H -2.606 0.852 2.892 0.1 -0.2 -0.2
H -2.701 1.580 1.531 0.1 -0.2 0.0
```
Positions in Å, forces in eV/Å.

## Properties
- Multiplicity: 1
- HOMO energy: -9.18 eV
- SMILES string: NCCO.O.O.O.O
- E_LUMO: 0.33 eV
- ΔE to the lowest compared entry with this formula, charge and spin: 30.9 kcal/mol

=====

[6]
# C2H15O5S

6 unconnected molecules or ions with the total composition C2H15O5S in a non-equilibrium geometry (ωB97M-V with the def2-TZVPD basis set, the Open Molecules 2025 dataset).

Geometry as XYZ:
```
23
Properties=species:S:1:pos:R:3:forces:R:3
C -2.303 1.844 -1.946 0.2 0.3 -0.2
C -1.267 1.009 -2.683 -0.3 -0.9 -0.2
S 0.012 0.261 -1.633 0.4 0.1 -0.4
H -1.911 2.825 -1.684 0.1 0.1 0.2
H -2.606 1.329 -1.035 0.0 0.0 0.1
H -3.189 2.003 -2.565 -0.1 0.0 -0.1
H -0.797 1.515 -3.522 0.0 0.4 0.0
H -1.803 0.171 -3.141 0.0 0.0 0.0
H 1.631 1.651 0.957 -0.4 -0.2 -0.2
H 1.840 1.144 -0.498 -0.6 0.3 0.1
O 2.235 1.684 0.210 0.9 0.1 0.2
H 3.773 -0.555 0.529 0.2 -0.1 0.0
H 3.223 0.275 1.600 0.1 0.2 0.1
O 3.834 -0.466 1.488 -0.2 -0.1 -0.2
H 1.534 -1.069 2.000 0.1 0.0 -0.2
H -0.023 -0.984 1.674 0.8 0.6 -0.1
O 0.734 -0.567 2.180 -0.4 -0.3 0.3
H -1.696 -0.278 0.827 -0.1 -0.1 0.1
H -0.914 -0.771 -0.398 -0.1 -0.3 1.0
O -1.293 -1.107 0.543 -0.3 0.0 -0.5
H 0.390 -3.118 2.487 0.1 -0.2 0.2
H -1.026 -3.092 2.113 -0.2 -0.3 -0.1
O -0.378 -3.704 2.496 0.0 0.6 -0.2
```
Positions in Å, forces in eV/Å.

## Properties
- Multiplicity: 1
- HOMO energy: -3.89 eV
- E_LUMO: 3.56 eV
- Charge: -1
- ΔE to the lowest compared entry with this formula, charge and spin: 11.6 kcal/mol